Entry 1:
Here is a cluster of 6 separate species, C51H114N5O3P in total at a distorted geometry from OMol25. Energies are from ωB97M-V with the def2-TZVPD basis set.

total charge	+4
HOMO level	-17.163	eV
lowest unoccupied orbital energy	-7.66	eV
frontier orbital gap	9.506	eV

Each line ends with the Mulliken charge.
CARTESIAN COORDINATES (ANGSTROEM)
N -7.1290 18.9114 -6.7350  0.154
O -7.2482 19.9451 -7.3646  -0.129
O -8.0903 18.3990 -6.3345  -0.657
O -6.0828 18.2730 -6.6637  -0.250
C -5.9314 20.2965 -1.2700  -1.391
C -6.5203 20.8838 -2.6344  -0.555
C -5.3462 21.0390 -3.5974  -0.988
C -5.6364 21.9879 -4.7096  0.167
P -4.1268 22.4380 -5.5165  1.524
C -2.9881 21.0550 -5.8890  -1.249
C -2.1088 20.5949 -4.7065  -0.520
C -1.2997 19.4742 -5.2700  -0.168
C -0.3024 18.9679 -4.2161  -1.447
C -3.4695 23.7483 -4.4780  -1.618
C -4.2432 25.0682 -4.1145  -0.405
C -3.9351 25.5009 -2.6290  -0.962
C -4.8346 24.8258 -1.4810  -0.679
C -4.4163 23.1822 -7.1910  -1.669
C -5.8425 23.7496 -7.6080  0.579
C -6.1146 23.9218 -9.0614  -0.090
C -4.9019 24.5979 -9.9188  -1.349
H -5.8910 21.0693 -0.5024  0.292
H -4.9765 19.7757 -1.3399  0.361
H -6.6825 19.5850 -0.9269  0.424
H -7.0284 21.8464 -2.5774  0.607
H -7.2805 20.2032 -3.0178  0.154
H -5.0261 20.0235 -3.8303  0.398
H -4.5071 21.5004 -3.0766  0.470
H -6.0954 22.9047 -4.3397  0.847
H -6.1904 21.5324 -5.5304  -0.560
H -2.3496 21.3198 -6.7318  0.934
H -3.6666 20.2618 -6.2028  -0.029
H -2.6778 20.2918 -3.8277  0.246
H -1.4478 21.4161 -4.4292  0.463
H -0.8208 19.7905 -6.1967  0.422
H -1.9734 18.6429 -5.4778  0.015
H -0.7348 18.5220 -3.3204  0.349
H 0.3557 19.7878 -3.9286  0.368
H 0.3264 18.2148 -4.6912  0.419
H -2.4902 23.9239 -4.9232  0.632
H -3.2516 23.2170 -3.5515  0.824
H -5.3004 24.8051 -4.0778  0.149
H -4.0208 25.9100 -4.7702  0.459
H -4.1844 26.5579 -2.5367  0.481
H -2.8645 25.2983 -2.6593  0.401
H -5.7734 25.3790 -1.5082  0.324
H -4.3595 24.8631 -0.5007  0.358
H -5.0395 23.7999 -1.7872  -0.101
H -3.9063 22.5130 -7.8840  0.397
H -3.7705 24.0584 -7.2484  0.721
H -5.9004 24.7220 -7.1190  0.518
H -6.5527 23.0327 -7.1960  -0.818
H -7.0980 24.3779 -9.1760  0.471
H -6.3186 22.9035 -9.3923  -0.176
H -4.0659 23.9094 -10.0418  0.259
H -4.4224 25.4303 -9.4035  0.402
H -5.3429 25.0778 -10.7925  0.423
C -16.8095 17.0050 -4.3690  -1.246
C -15.7222 16.2377 -5.2286  -0.576
C -14.2679 16.6772 -5.0433  -0.353
C -13.2366 16.2499 -6.1878  -0.790
N -11.7998 16.9561 -6.1003  0.396
C -10.9338 16.4259 -4.9300  -0.697
C -10.5378 15.0408 -5.3688  -0.889
C -10.4829 15.1377 -6.8844  0.823
C -11.0249 16.4818 -7.3614  -0.504
C -11.8899 18.4805 -5.9657  -1.349
H -16.6983 17.0089 -3.2847  0.324
H -17.8458 16.8059 -4.6424  0.381
H -16.6303 18.0313 -4.6895  0.321
H -16.0661 16.3478 -6.2571  0.382
H -15.8536 15.1751 -5.0240  0.392
H -13.9848 16.3348 -4.0479  0.277
H -14.1976 17.7649 -5.0520  0.237
H -13.5932 16.4993 -7.1872  0.410
H -13.1556 15.1691 -6.0718  0.416
H -10.1659 17.1681 -4.7118  0.361
H -11.4718 16.4062 -3.9822  0.498
H -9.6271 14.5664 -5.0033  0.417
H -11.2221 14.2620 -5.0322  0.402
H -9.4261 15.2555 -7.1241  -0.843
H -10.8929 14.2525 -7.3706  0.424
H -10.1615 17.1471 -7.3538  -0.090
H -11.6181 16.6422 -8.2617  0.588
H -12.1449 18.8050 -4.9569  0.572
H -12.5485 18.8445 -6.7543  0.420
H -10.9089 18.8018 -6.3156  0.252
C -5.5373 10.1207 -10.0068  -1.304
C -4.7817 11.4423 -9.8225  -0.473
C -5.4727 12.3518 -8.8138  -0.331
C -4.7073 13.5339 -8.3314  -1.098
N -5.4759 14.4944 -7.4149  0.481
C -6.2380 13.7860 -6.2333  -0.925
C -6.2998 14.9138 -5.1755  -0.162
C -4.9562 15.6250 -5.3011  -0.437
C -4.5121 15.4591 -6.7293  0.093
C -6.4636 15.2254 -8.2857  -0.923
H -5.6098 9.6813 -9.0119  0.353
H -5.1416 9.4128 -10.7351  0.385
H -6.5597 10.4526 -10.1875  0.321
H -4.7386 11.9248 -10.7990  0.355
H -3.7546 11.2240 -9.5299  0.369
H -5.7327 11.6243 -8.0449  0.377
H -6.4296 12.6945 -9.2077  0.256
H -4.2522 14.1331 -9.1201  0.442
H -3.7448 13.3045 -7.8743  0.577
H -7.1100 13.3003 -6.6713  0.493
H -5.6712 12.9665 -5.7913  0.460
H -7.1290 15.5968 -5.3603  -0.340
H -6.4333 14.4709 -4.1885  0.701
H -4.9314 16.6984 -5.1133  -0.023
H -4.1940 15.0632 -4.7612  0.433
H -4.4813 16.3126 -7.4067  -0.332
H -3.5385 14.9733 -6.6646  0.508
H -7.0964 14.5352 -8.8436  0.469
H -5.9374 15.6763 -9.1271  0.217
H -7.0806 15.8152 -7.6079  0.024
C -0.3092 19.7889 -11.6473  -1.210
C -1.4466 20.7715 -11.9401  -0.501
C -2.7006 20.0297 -12.2458  -0.213
C -3.4205 19.6453 -10.8969  -0.730
N -4.6658 18.7847 -11.2481  1.022
C -5.8642 19.5703 -11.8248  -1.020
C -7.1045 19.0826 -11.2493  0.125
C -6.7431 17.9291 -10.2794  -0.674
C -5.3602 18.2591 -9.9681  -0.949
C -4.3510 17.5825 -12.1853  -1.128
H 0.6264 20.3476 -11.6229  0.413
H -0.3073 19.0504 -12.4489  0.295
H -0.4869 19.2278 -10.7298  0.275
H -1.0411 21.3642 -12.7600  0.430
H -1.5624 21.4661 -11.1081  0.137
H -2.6015 19.1933 -12.9376  0.427
H -3.3143 20.8058 -12.7032  0.261
H -3.8324 20.5399 -10.4300  0.195
H -2.8430 19.0300 -10.2069  0.352
H -5.8602 19.5119 -12.9132  0.349
H -5.7270 20.6121 -11.5348  0.399
H -7.8684 18.8160 -11.9797  0.518
H -7.5190 19.8753 -10.6265  -0.480
H -6.8376 17.0218 -10.8761  0.512
H -7.3912 17.6911 -9.4359  0.301
H -4.8331 17.4158 -9.5220  0.735
H -5.3182 19.0922 -9.2665  -0.069
H -3.3596 17.1757 -11.9859  0.383
H -4.4029 17.7433 -13.2621  0.374
H -5.0889 16.8228 -11.9276  0.334
C -10.1518 21.9040 -4.0893  -1.313
C -10.5192 21.6754 -5.5697  0.547
C -10.1551 22.8741 -6.4890  -0.727
N -10.6433 22.7284 -7.9304  0.375
C -12.0401 21.9908 -8.0437  -1.069
C -9.6925 21.8406 -8.7814  0.281
C -9.9919 22.0643 -10.2524  -0.557
C -10.5789 23.5335 -10.3469  -0.828
C -10.7290 23.9603 -8.8182  -0.593
H -10.4925 22.9006 -3.8084  0.444
H -9.0649 21.8375 -4.0413  0.037
H -10.6908 21.1538 -3.5107  0.427
H -11.5996 21.8179 -5.5472  0.625
H -10.3118 20.7036 -6.0178  -0.579
H -9.1024 23.1161 -6.6346  0.199
H -10.7151 23.7604 -6.1908  0.604
H -12.0267 20.9912 -7.6093  0.265
H -12.3398 21.8466 -9.0817  0.508
H -12.8064 22.5618 -7.5195  0.408
H -9.5870 20.7949 -8.4922  0.331
H -8.7307 22.2302 -8.4479  -0.695
H -10.6430 21.2548 -10.5823  0.473
H -9.0977 21.9577 -10.8665  0.351
H -11.5314 23.5784 -10.8749  0.321
H -9.8539 24.2126 -10.7956  0.361
H -11.6055 24.5939 -8.6828  0.429
H -9.9119 24.5292 -8.3746  0.393

Atoms 1-6, force components in eV/Å:
2.4 -0.2 -2.3
1.0 3.2 -1.3
-6.6 -3.1 3.3
3.0 0.0 0.0
-2.0 0.6 -0.5
1.3 -0.5 0.9

=====

Entry 2:
Here is a cluster of 8 separate species, C51H116F24NOP7 in total at a distorted geometry from OMol25. Energies are from ωB97M-V with the def2-TZVPD basis set.

total charge	0
HOMO level	-9.814	eV
lowest unoccupied orbital energy	-0.07	eV
frontier orbital gap	9.743	eV

Each line ends with the Mulliken charge.
CARTESIAN COORDINATES (ANGSTROEM)
C -13.8769 12.6477 11.4157  -1.068
C -13.0636 13.7830 10.6605  -0.826
C -11.7288 14.1831 11.3704  -0.448
C -11.9048 14.8338 12.7663  -1.296
P -10.7333 14.2349 14.0322  1.157
C -11.1461 14.8249 15.6868  -0.498
C -11.1858 16.3965 15.7258  -0.700
C -11.6353 17.0293 17.0460  -0.512
C -11.7263 18.5952 16.8740  -0.991
C -9.1934 15.0425 13.5423  -1.462
C -7.8725 15.0095 14.2659  0.211
C -6.6101 15.4598 13.4368  -0.940
C -6.3811 16.9667 13.2576  -0.962
C -10.4952 12.4159 13.9711  -0.762
C -9.9305 11.7074 15.1904  -0.510
C -9.7411 10.1653 14.8574  -0.786
C -10.9939 9.3347 14.5220  -1.246
H -14.8760 12.7303 10.9879  0.397
H -13.9068 12.8059 12.4938  0.276
H -13.5365 11.6391 11.1812  0.277
H -13.8024 14.5765 10.7726  0.319
H -12.9099 13.7305 9.5827  0.439
H -11.1055 14.7717 10.6973  0.404
H -11.3181 13.1821 11.5021  0.175
H -12.9510 14.7781 13.0671  0.763
H -11.8872 15.9186 12.6611  0.648
H -10.4241 14.3755 16.3685  0.001
H -12.0996 14.4494 16.0583  0.738
H -11.7673 16.8474 14.9217  0.274
H -10.1743 16.7208 15.4811  0.144
H -10.8889 16.9271 17.8337  0.148
H -12.5350 16.4665 17.2947  0.471
H -10.7178 19.0088 16.8683  0.068
H -12.2987 19.0065 17.7055  0.358
H -12.1108 18.9345 15.9122  0.492
H -9.4449 16.0977 13.4365  0.643
H -9.0487 14.7004 12.5176  0.683
H -7.7204 13.9834 14.6008  0.029
H -8.0778 15.6142 15.1492  -0.102
H -6.7240 14.9707 12.4694  0.465
H -5.6668 15.0183 13.7584  0.487
H -6.3539 17.4428 14.2378  -0.003
H -7.2536 17.5191 12.9086  0.301
H -5.4398 17.2745 12.8023  0.432
H -9.7971 12.2337 13.1541  0.593
H -11.5039 12.0414 13.7968  0.455
H -10.4400 11.9303 16.1278  0.495
H -8.9232 12.1112 15.2927  0.115
H -9.1741 9.6690 15.6450  0.474
H -9.0221 10.0242 14.0504  0.340
H -11.8144 9.3623 15.2390  0.342
H -11.0061 8.2658 14.3087  0.413
H -11.4867 9.6623 13.6066  0.242
C -9.0921 27.5267 20.1691  -0.996
C -8.3508 27.0864 18.8602  -0.786
C -8.2360 25.6175 18.6181  -0.662
C -7.3523 24.7067 19.5749  -1.315
P -7.7937 22.9398 19.9265  0.790
C -7.8632 21.9851 18.3388  -0.249
C -8.8644 20.6860 18.2908  -1.382
C -8.5739 19.3859 19.0915  -0.418
C -7.4125 18.6083 18.4618  -0.789
C -6.5708 22.3329 21.1140  -1.351
C -6.6338 20.9007 21.6650  0.319
C -5.5890 20.5998 22.7257  -0.812
C -5.6125 19.1605 23.2426  -1.310
C -9.4546 22.8366 20.7600  -0.960
C -9.8422 24.0762 21.5181  -0.216
C -11.2935 24.0286 22.0317  -0.776
C -12.3498 23.9599 20.8523  -1.089
H -10.0566 27.0191 20.1623  0.193
H -9.3307 28.5901 20.1892  0.395
H -8.5818 27.2805 21.1003  0.276
H -7.3145 27.4094 18.9589  0.331
H -8.7392 27.4802 17.9209  0.404
H -7.8890 25.5550 17.5867  0.523
H -9.2542 25.2425 18.5151  0.361
H -7.2297 25.0649 20.5970  0.562
H -6.3206 24.6228 19.2336  0.812
H -6.8986 21.6270 17.9792  -0.450
H -8.1905 22.6898 17.5745  0.622
H -8.9613 20.3226 17.2677  0.680
H -9.8407 21.0994 18.5439  0.418
H -9.4209 18.7081 18.9850  0.203
H -8.5184 19.5876 20.1612  0.469
H -7.8065 18.4089 17.4652  0.339
H -7.2388 17.7132 19.0590  0.384
H -6.4713 19.1519 18.3803  0.111
H -6.7083 23.0999 21.8762  0.680
H -5.5871 22.4657 20.6636  0.742
H -6.4316 20.1004 20.9533  -0.244
H -7.6312 20.7470 22.0769  0.230
H -5.9797 21.2494 23.5090  0.451
H -4.6196 20.9986 22.4267  0.457
H -6.5834 18.9895 23.7076  0.441
H -4.9104 19.2329 24.0732  0.400
H -5.3350 18.5127 22.4111  0.141
H -9.3213 21.9612 21.3956  0.620
H -10.1872 22.7116 19.9626  0.512
H -9.6567 24.9058 20.8358  -0.349
H -9.1602 24.4534 22.2802  0.508
H -11.6387 24.8445 22.6667  0.456
H -11.3356 23.1287 22.6453  0.357
H -12.0492 24.4449 19.9236  0.260
H -13.2907 24.3731 21.2156  0.385
H -12.5018 22.8903 20.7073  0.278
C 5.7038 11.5582 20.1507  -1.342
C 5.0554 12.9665 20.5704  -0.413
C 4.8042 13.0301 22.2025  -0.669
C 4.3847 14.5314 22.5969  -1.035
P 3.2944 14.7182 24.1032  0.159
C 1.6356 14.1287 23.6922  -1.109
C 1.0357 14.8953 22.5060  0.086
C -0.2773 14.2708 22.2012  -0.105
C -1.4703 14.6622 23.0333  -1.313
C 4.0091 13.7926 25.5589  -1.104
C 5.5733 13.9772 25.6436  -0.111
C 6.2166 13.3780 26.9578  -0.720
C 5.9426 13.9931 28.2638  -1.236
C 2.9832 16.4597 24.7591  -0.810
C 2.0511 16.4573 25.9314  -0.085
C 1.7473 17.8800 26.4352  -0.912
C 1.0017 18.8261 25.4876  -1.219
H 5.0963 10.6552 20.0915  0.348
H 6.5297 11.3500 20.8309  0.331
H 6.0285 11.5982 19.1109  0.386
H 4.0703 12.9875 20.1042  0.269
H 5.7328 13.7511 20.2331  0.410
H 5.7177 12.7522 22.7282  0.375
H 3.9701 12.3638 22.4228  0.341
H 3.7528 14.8313 21.7610  0.580
H 5.2917 15.0971 22.8103  0.658
H 0.9596 14.1574 24.5468  0.755
H 1.7943 13.0940 23.3883  0.726
H 1.6028 14.8137 21.5787  0.190
H 0.8254 15.9142 22.8310  -0.074
H -0.2080 13.2027 21.9951  0.443
H -0.4545 14.5949 21.1757  -0.288
H -1.7414 15.7178 23.0149  0.214
H -1.2066 14.5414 24.0840  0.341
H -2.4368 14.2088 22.8130  0.415
H 3.9805 12.7078 25.4559  0.623
H 3.3622 14.1005 26.3804  0.599
H 5.8743 15.0217 25.7242  0.322
H 6.0076 13.4381 24.8017  -0.037
H 7.2914 13.2220 26.8653  0.408
H 5.8325 12.3732 27.1336  0.324
H 5.9717 15.0821 28.3023  0.301
H 6.4847 13.5676 29.1083  0.361
H 4.9081 13.7616 28.5174  0.302
H 2.5428 17.0022 23.9226  0.429
H 3.9878 16.8411 24.9417  0.711
H 2.5395 16.0432 26.8135  0.100
H 1.1128 15.9236 25.7799  0.306
H 2.6388 18.3931 26.7959  0.389
H 1.1133 17.8878 27.3218  0.404
H 0.0067 18.4499 25.2499  0.303
H 1.5378 18.8609 24.5392  0.260
H 0.7837 19.8658 25.7320  0.440
C -4.7845 16.9205 16.8911  0.037
C -3.4933 16.1020 17.0519  0.277
O -3.0131 15.3508 16.1333  -0.582
N -2.7171 16.1521 18.4213  0.463
H -2.0332 15.4187 18.5416  0.319
H -2.1453 16.9835 18.4660  0.121
C -3.6928 16.1300 19.5945  -0.677
H -5.6730 16.3668 17.1944  0.329
H -4.8889 17.2229 15.8491  -0.028
H -4.6571 17.9178 17.3121  -0.036
H -4.3274 17.0137 19.5277  0.219
H -3.1745 16.1413 20.5534  0.132
H -4.4429 15.3413 19.6538  0.434
P -1.4663 19.5904 21.2984  1.618
F -2.5357 18.3774 21.7062  -0.535
F -0.0857 18.6973 21.6430  -0.382
F -1.5958 19.2134 19.7139  -0.364
F -0.5212 20.7955 20.8647  -0.456
F -2.6850 20.6304 20.9791  -0.462
F -1.4892 20.1916 22.8506  -0.440
P -7.4960 13.7992 18.3273  1.328
F -6.3846 14.9750 18.6247  -0.332
F -6.3890 12.6425 18.4020  -0.429
F -7.6535 13.4239 19.9333  -0.405
F -8.8175 12.8072 18.0797  -0.349
F -8.5909 14.9500 18.4439  -0.413
F -7.0555 14.0999 16.7459  -0.352
P -4.1948 20.9698 16.3830  1.388
F -5.4597 20.0130 16.5037  -0.345
F -3.1577 19.6996 15.9068  -0.407
F -4.4747 21.2169 14.8126  -0.420
F -2.8287 21.8240 16.4311  -0.391
F -5.0934 22.2665 16.7173  -0.424
F -3.8001 20.7829 17.9999  -0.435
P 0.8896 16.1391 18.0514  1.306
F -0.2559 17.2558 17.6269  -0.373
F 2.0839 17.1768 18.0302  -0.396
F 0.4511 16.5489 19.5952  -0.384
F 1.9489 14.9809 18.5907  -0.408
F -0.3574 15.0782 18.1447  -0.500
F 1.1772 15.7579 16.4271  -0.383

Atoms 1-6, force components in eV/Å:
0.7 0.4 -1.9
-0.8 0.8 1.9
-0.9 -1.2 -0.1
-0.7 0.2 -0.7
0.9 0.3 0.5
-0.8 0.9 0.1